Record 1
Formula: C25H46F2NO8PSi
Source: the Open Molecules 2025 dataset
Level of theory: ωB97M-V with the def2-TZVPD basis set

The geometry in XYZ format:
```
84
C25H46F2NO8PSi | the Open Molecules 2025 dataset | ωB97M-V with the def2-TZVPD basis set
C -1.22242 2.38361 3.80455
C -1.63076 3.81292 3.32038
C -2.63001 3.61916 2.13452
C -4.07578 3.50090 2.70399
N -5.11984 3.47373 1.68300
C -5.48265 2.12329 1.23513
O -5.58180 2.02586 -0.16664
C -4.31192 1.66832 -0.76178
C -4.22858 0.12720 -0.76961
C -2.78157 -0.27537 -1.25036
C -2.31408 -1.58286 -0.61653
O -2.21683 -2.63739 -1.18591
O -1.95861 -1.47054 0.73341
C -4.31145 2.31048 -2.16549
O -3.01586 2.53910 -2.70557
C -2.27194 3.49222 -1.97658
C -0.87398 2.86863 -1.63741
F -0.75090 1.71745 -2.34814
F -0.85923 2.65802 -0.26907
C 0.33446 3.73786 -1.99632
C 1.62115 2.90337 -2.19152
Si 2.39125 2.26534 -0.57852
C 4.29035 2.38994 -0.72588
C 1.87478 3.21417 0.97810
C 2.01967 0.42266 -0.29989
C 1.84661 -0.07103 0.99542
C 1.53140 -1.40435 1.25923
C 1.37205 -2.29299 0.20247
C 1.57608 -1.82074 -1.09383
C 1.89088 -0.49529 -1.35451
H -0.68399 2.39820 4.75847
H -2.14741 1.79487 3.87628
H -0.59124 1.95626 3.01108
H -0.72571 4.35176 3.00949
H -2.13645 4.37040 4.12357
H -2.39103 2.63093 1.70958
H -2.53984 4.40326 1.37109
H -4.11747 2.62314 3.36294
H -4.23250 4.40696 3.31519
H -4.91798 4.08340 0.90109
H -6.47122 1.87669 1.65476
H -4.74802 1.41457 1.66124
H -3.52060 2.05173 -0.09658
H -4.26364 -0.18498 0.28616
H -5.00446 -0.35188 -1.37504
H -2.73045 -0.28186 -2.34204
H -2.12105 0.50325 -0.84087
H -1.17555 -0.89445 0.72390
H -4.93391 3.22000 -2.22674
H -4.79786 1.58650 -2.84051
H -2.12030 4.40538 -2.57913
H -2.75838 3.82021 -1.04689
H 0.52987 4.53447 -1.26646
H 0.11020 4.24559 -2.94812
H 2.35444 3.54877 -2.70506
H 1.47620 2.04542 -2.86463
H 4.69349 1.59219 -0.08290
H 4.54532 2.22319 -1.78047
H 4.66780 3.34064 -0.32684
H 2.76891 3.28409 1.62114
H 1.53986 4.24352 0.79214
H 1.11869 2.68345 1.57476
H 1.94607 0.60009 1.85207
H 1.37887 -1.72006 2.29182
H 1.09796 -3.33252 0.37740
H 1.44846 -2.53593 -1.90845
H 2.02235 -0.19291 -2.39596
C 1.86316 -6.85419 -1.11999
O 2.49210 -7.21899 0.10900
P 3.96034 -6.49627 0.46627
O 3.55419 -5.06068 0.35667
O 4.62049 -7.09549 -0.92224
C 4.69538 -8.51378 -1.09092
O 5.47159 -6.29001 1.15031
C 6.41695 -5.51305 0.42397
H 0.89231 -6.41886 -0.88633
H 2.44766 -6.14382 -1.69868
H 1.71592 -7.75826 -1.71352
H 4.31230 -8.76396 -2.07984
H 4.10702 -9.04850 -0.34400
H 5.73771 -8.82748 -1.02065
H 6.04414 -4.50213 0.26083
H 6.66878 -5.98120 -0.52653
H 7.32002 -5.46134 1.03155
```

## Properties
Gap between HOMO and LUMO = 6.818 eV


Record 2
Formula: C25H46INO13Si
Source: the Open Molecules 2025 dataset
Level of theory: ωB97M-V with the def2-TZVPD basis set

The geometry in XYZ format:
```
87
C25H46INO13Si | the Open Molecules 2025 dataset | ωB97M-V with the def2-TZVPD basis set
C -3.54965 0.83981 4.15428
C -2.33860 1.34793 3.37996
C -1.89345 0.33166 2.33496
N -0.64548 0.71449 1.64903
Si 0.76891 -0.12428 2.17907
O 2.07546 0.32191 1.27774
C 2.02514 0.77492 -0.07031
C 3.20643 1.68416 -0.34842
C 3.09832 3.02883 0.38013
C 1.21502 0.31229 3.95470
I 2.42668 -1.31788 4.69278
C 1.96653 1.63240 4.14479
C 1.06981 2.84786 3.89677
H -3.30454 -0.05904 4.72730
H -4.35494 0.58697 3.46170
H -3.92749 1.58650 4.85569
H -1.51072 1.57268 4.05885
H -2.58198 2.28644 2.87319
H -2.68702 0.22823 1.59121
H -1.80747 -0.65734 2.81807
H -0.77116 0.62549 0.64620
H 0.54626 -1.59024 2.08717
H 2.02547 -0.09280 -0.73991
H 1.09326 1.32214 -0.24379
H 3.27510 1.83931 -1.42979
H 4.11596 1.16631 -0.02754
H 2.45279 2.93718 1.25627
H 4.06974 3.38567 0.72540
H 2.67470 3.80563 -0.25967
H 0.33338 0.27244 4.59847
H 2.82495 1.64526 3.46920
H 2.36856 1.67212 5.16014
H 0.43883 3.05958 4.76279
H 0.41737 2.69547 3.03398
H 1.67211 3.73745 3.69940
C -2.67437 3.05001 -4.42247
C -1.42904 2.38537 -3.90460
C -0.91706 1.19103 -4.69276
O -0.31940 0.38077 -3.67021
C -0.91591 0.68414 -2.49537
O -0.76834 0.05629 -1.49155
O -1.68554 1.77524 -2.61884
H -3.05828 3.75050 -3.68288
H -2.44414 3.60504 -5.33266
H -3.44640 2.31257 -4.64174
H -0.62317 3.10939 -3.75430
H -0.16431 1.42774 -5.43866
H -1.73776 0.62983 -5.14567
C 7.30231 -1.11222 0.37488
C 7.43892 -0.12997 -0.75526
C 6.75902 -0.50241 -2.06094
O 7.58961 0.13394 -3.03365
C 8.83178 0.27096 -2.50353
O 9.79392 0.60242 -3.11434
O 8.81052 -0.02634 -1.18434
H 7.98679 -0.85458 1.18147
H 6.28504 -1.08023 0.76827
H 7.52151 -2.12674 0.04097
H 7.12509 0.87162 -0.44477
H 5.73947 -0.13785 -2.15610
H 6.78608 -1.58281 -2.22817
C -0.39779 -3.09429 -2.32426
C 0.29860 -4.20132 -3.06355
C 1.66677 -3.86349 -3.63125
O 1.72843 -4.67361 -4.80800
C 0.45934 -4.92908 -5.21383
O 0.17020 -5.42816 -6.25223
O -0.42196 -4.53208 -4.27006
H -1.43542 -3.36014 -2.12741
H 0.09184 -2.91382 -1.36619
H -0.37359 -2.16983 -2.89871
H 0.35723 -5.11544 -2.46531
H 2.50018 -4.11734 -2.98212
H 1.72087 -2.81082 -3.92297
C -8.22737 -1.73491 3.63897
C -7.98442 -0.65048 2.62529
C -8.33713 -0.97565 1.18338
O -7.38360 -0.20237 0.44794
C -6.30689 0.01093 1.24121
O -5.27716 0.47839 0.87556
O -6.57228 -0.38528 2.50588
H -7.76017 -1.47222 4.58668
H -9.29884 -1.85079 3.80703
H -7.81738 -2.68528 3.29692
H -8.46118 0.28734 2.92554
H -9.33804 -0.67905 0.88347
H -8.17485 -2.03444 0.96544
```

## Properties
Gap between HOMO and LUMO = 9.130 eV